# C5H9NO3

2 unconnected molecules or ions with the total composition C5H9NO3 at a distorted geometry (ωB97M-V/def2-TZVPD, the Open Molecules 2025 dataset).

Last column: Löwdin charge in e.
Atoms and positions in Å:
1 C 0.308636 -1.532527 0.138463  -0.28
2 C 1.348273 -0.911065 -0.463869  0.00
3 C -1.656997 0.792714 0.580484  -0.01
4 C 0.639451 1.546690 -0.314785  -0.49
5 C -0.197650 0.767591 0.916600  -0.39
6 N -0.815546 -1.986657 -0.549543  0.05
7 O 1.816766 2.009756 0.116508  0.10
8 O 0.178904 1.823975 -1.393180  0.08
9 O 0.276623 0.796699 2.023590  0.09
10 H 2.248980 2.522945 -0.586585  0.13
11 H 0.404177 -1.888464 1.156327  0.13
12 H -1.286810 -2.775869 -0.135997  0.09
13 H -0.697926 -2.078153 -1.548725  0.10
14 H 1.331837 -0.699073 -1.522110  0.08
15 H 2.238793 -0.671596 0.088495  0.08
16 H -1.999240 -0.232926 0.429295  0.06
17 H -2.211512 1.226318 1.409155  0.09
18 H -1.926759 1.289640 -0.344124  0.08

Forces on the atoms, in the same order (eV/Å):
C 1.196 -1.194 -1.375
C -0.708 -0.945 0.466
C -0.738 -1.325 0.096
C -0.779 -0.208 0.943
C 0.979 4.157 -0.948
N 0.083 -0.002 0.208
O 0.332 -0.148 0.269
O 0.006 -0.302 0.228
O -0.203 -0.876 -0.422
H -0.321 -0.135 -0.003
H -0.249 0.403 0.160
H 0.032 0.075 -0.048
H -0.068 0.038 0.111
H -0.042 0.064 -0.105
H 0.003 0.152 0.162
H -0.167 0.008 0.186
H 0.138 -0.019 0.143
H 0.507 0.257 -0.072

Calculated values
relative energy (zero: lowest compared OMol25 entry of this formula, charge and spin) = 61.6 kcal per mole
gap between HOMO and LUMO = 9.373 eV
highest occupied orbital energy = -0.315 Ha
SMILES string = CC(=O)C(=O)O.C=CN

---

# C5H11NO2

A single C5H11NO2 molecule at a distorted geometry (ωB97M-V/def2-TZVPD, the Open Molecules 2025 dataset).

Last column: Löwdin charge in e.
Atoms and positions in Å:
1 C 0.316085 0.138522 0.555349  -0.18
2 C -0.118001 -0.915511 -0.492700  -0.35
3 C 0.279421 -2.363378 -0.035301  -0.08
4 C 0.628563 -0.599583 -1.870322  -0.05
5 N -0.742342 1.098180 0.776341  0.08
6 C -0.464772 2.343755 1.252125  -0.61
7 O -1.602499 3.100317 1.240666  0.09
8 O 0.616334 2.787009 1.544624  0.09
9 H 0.585870 -0.318267 1.521468  0.12
10 H 1.284152 0.521396 0.251405  0.11
11 H -1.188476 -0.966675 -0.630355  0.11
12 H 1.328137 -2.579081 -0.239758  0.07
13 H -0.243654 -3.148820 -0.576388  0.07
14 H 0.008532 -2.347581 1.018792  0.07
15 H -0.172413 -0.560235 -2.589347  0.06
16 H 1.327769 -1.404289 -2.069498  0.06
17 H 1.171871 0.332725 -1.779384  0.06
18 H -1.623170 1.037464 0.319879  0.13
19 H -1.391404 3.844053 1.802405  0.11

Forces on the atoms, in the same order (eV/Å):
C -0.262 -1.468 0.422
C 2.243 -0.884 -0.631
C -0.371 1.171 -0.112
C -1.389 -0.425 1.615
N 1.082 1.123 0.389
C -0.300 -0.136 -1.113
O 0.044 -0.490 0.254
O 0.118 -0.188 0.559
H -0.457 -0.171 -0.129
H -0.207 0.914 -0.242
H -0.369 0.487 -0.001
H 0.173 0.257 0.565
H -0.408 0.125 0.023
H 0.322 -0.861 0.124
H 0.269 0.171 -0.868
H 0.019 -0.013 -0.319
H -0.077 0.197 -0.355
H -0.438 -0.459 -0.279
H 0.008 0.650 0.097

Calculated values
relative energy (zero: lowest compared OMol25 entry of this formula, charge and spin) = 10.3 kcal per mole
gap between HOMO and LUMO = 10.684 eV
highest occupied orbital energy = -0.362 Ha
SMILES string = CC(C)CNC(=O)O

---

# C5H15N2O

A gas-phase ion, C5H15N2O (charge +1) at a distorted geometry (ωB97M-V/def2-TZVPD, the Open Molecules 2025 dataset).

Last column: Löwdin charge in e.
Atoms and positions in Å:
1 C -1.580629 0.173011 -0.090582  -0.11
2 N -0.144837 0.199132 -0.341885  -0.02
3 C 0.789463 -1.033792 -0.488707  -0.10
4 C 1.157217 -1.540357 0.879007  -0.17
5 C 1.857240 -0.644906 1.889728  -0.31
6 O 2.905867 0.240013 1.617720  -0.05
7 C -2.417865 1.005634 -1.141469  -0.17
8 N -1.423237 1.748933 -2.001241  -0.04
9 H -1.715952 0.414248 0.949148  0.13
10 H -1.741652 -0.870104 -0.319297  0.12
11 H 0.374364 0.792546 0.335846  0.17
12 H 1.733937 -0.583804 -0.861638  0.14
13 H 0.371160 -1.682640 -1.251569  0.13
14 H 1.723566 -2.469718 0.786449  0.12
15 H 0.221902 -1.615396 1.651728  0.17
16 H 1.037695 0.030643 2.320097  0.13
17 H 2.153603 -1.259469 2.734345  0.13
18 H 3.760910 0.043301 2.027232  0.11
19 H -3.243082 1.620481 -0.733343  0.12
20 H -2.935570 0.374381 -1.875764  0.12
21 H -1.199348 2.771655 -1.833342  0.12
22 H 0.044305 0.715290 -1.285797  0.17
23 H -1.729057 1.570916 -2.966667  0.09

Forces on the atoms, in the same order (eV/Å):
C -0.524 -1.138 -0.943
N 3.764 1.919 -1.757
C 0.241 1.783 0.785
C -1.727 -0.900 2.201
C -0.629 1.983 1.893
O 0.539 0.368 -1.381
C 1.115 1.122 -0.786
N -0.568 0.512 -0.311
H -0.518 0.002 0.219
H -1.069 -0.420 0.652
H -0.612 -0.266 -0.351
H -0.624 -0.230 -0.284
H -0.101 -0.359 0.380
H -0.412 -0.131 -0.042
H 1.540 -1.079 -2.492
H 0.883 -0.615 -0.383
H -0.271 -0.418 0.038
H -0.543 -0.368 -0.104
H 0.857 -0.165 0.329
H 0.296 -0.357 0.616
H -0.959 -1.791 -0.186
H -1.264 -0.258 1.346
H 0.586 0.808 0.561

Calculated values
relative energy (zero: lowest compared OMol25 entry of this formula, charge and spin) = 61.1 kcal per mole
total charge = +1
gap between HOMO and LUMO = 11.127 eV
highest occupied orbital energy = -0.513 Ha
SMILES string = NCC[NH2+]CCCO

---

- The highest highest occupied orbital energy belongs to which entry?
  C5H9NO3